[1]
Computed, not measured: a structure of composition C28H20Cl2CoN4O2 at a distorted geometry, with ωB97M-V/def2-TZVPD.

```
57
Properties=species:S:1:pos:R:3:forces:R:3
Co -0.187549 0.020216 -0.007639 -0.9935 0.6511 -0.0044
O 6.392264 0.019698 -1.143721 0.2125 0.0218 0.1904
C 5.919707 0.019481 0.000172 -1.0850 -0.0582 0.0030
O 6.389822 0.026745 1.144869 0.2139 0.0192 -0.1931
C 4.310575 -0.002766 -0.001470 1.3631 0.0421 0.0036
C 3.633169 -0.002295 -1.208573 -0.8726 -0.0057 -0.0312
C 2.238637 -0.023835 -1.184106 0.8902 -0.0115 0.6344
N 1.595462 -0.045077 -0.005609 1.0223 -0.1443 -0.0145
C 2.235071 -0.036786 1.174447 0.8866 -0.0159 -0.6110
C 3.629415 -0.014800 1.203786 -0.8768 -0.0012 0.0206
C 1.301482 -0.033291 2.273700 -0.7967 0.0054 0.6011
C 1.653295 -0.000055 3.623043 0.2744 0.0053 -0.3397
C 0.673435 0.014302 4.584702 -0.4138 0.0067 0.0014
C -0.662900 0.011586 4.176544 0.3189 0.0152 0.2052
C -0.948582 -0.008824 2.833176 -0.1866 -0.0268 -0.1578
N -0.008555 -0.042893 1.878474 0.7896 -0.1709 1.0169
C 1.308682 -0.012482 -2.285150 -0.8049 0.0078 -0.6185
C 1.663066 0.022969 -3.634195 0.2747 0.0113 0.3479
C 0.685570 0.033941 -4.598040 -0.4221 0.0063 -0.0083
C -0.652283 0.026317 -4.192883 0.3282 0.0216 -0.1987
C -0.940949 0.005369 -2.850313 -0.1969 -0.0126 0.1511
N -0.002950 -0.026474 -1.893154 0.8021 -0.1881 -0.9943
H 4.188537 0.014972 -2.135845 0.1914 -0.0019 0.0833
H 4.180843 -0.005161 2.133418 0.1955 -0.0043 -0.0839
H 2.702601 0.013585 3.884275 -0.0178 -0.0054 0.0328
H 0.923964 0.030885 5.636358 0.0424 0.0027 -0.0084
H -1.467784 0.023578 4.897081 -0.0188 0.0064 -0.0198
H -1.977953 -0.003612 2.500456 0.0266 -0.0124 -0.0768
H 2.713057 0.039729 -3.892780 -0.0185 -0.0032 -0.0337
H 0.938164 0.051743 -5.649206 0.0439 0.0030 0.0092
H -1.455517 0.035475 -4.915321 -0.0187 0.0097 0.0199
H -1.971005 0.009268 -2.519490 0.0279 -0.0189 0.0758
C -4.334535 -0.734215 -0.004079 -0.1752 0.1176 -0.0017
C -4.837318 0.564678 -0.003256 0.1439 -0.1744 0.0025
C -3.949812 1.618303 -0.004856 -0.0383 0.0534 -0.0021
C -2.574483 1.376844 -0.006951 -0.1466 -0.2704 0.0006
N -2.096767 0.105996 -0.009173 -1.1311 0.4187 0.0037
C -2.969154 -0.908018 -0.007407 0.0791 -0.1789 -0.0017
C -1.544587 2.405441 -0.005384 0.5044 0.6549 0.0024
C -1.810910 3.779390 -0.004474 -0.2256 -0.2143 -0.0008
C -0.766608 4.682624 -0.002265 0.0027 0.1270 0.0005
C 0.544895 4.223539 -0.001287 0.1220 -0.1404 -0.0009
C 0.816328 2.858489 -0.002564 -0.0962 0.3529 0.0018
C -0.220747 1.938134 -0.004003 -0.3872 0.2648 -0.0002
H -4.989858 -1.593168 -0.001998 0.0208 -0.0118 -0.0008
H -5.904966 0.738899 -0.000616 -0.0001 0.0335 -0.0007
H -4.311967 2.635836 -0.003617 0.0202 0.0022 0.0004
H -2.543322 -1.902621 -0.009528 0.0711 0.0334 0.0027
H -2.832111 4.143380 -0.005769 0.0241 0.0603 0.0008
H -0.969321 5.745632 -0.001333 -0.0093 -0.0067 -0.0003
H 1.367266 4.928874 0.000320 -0.0282 0.0391 0.0003
H 1.853267 2.539593 -0.002303 0.0087 -0.0433 0.0013
Cl 0.932004 -4.905631 1.325673 -0.0641 0.0005 -0.0585
C -0.086493 -4.266125 0.035275 0.1135 -0.0253 0.1424
Cl 0.047702 -2.459745 -0.060099 0.0210 -1.3023 -0.0629
H -1.117851 -4.521537 0.246564 -0.0088 0.0285 -0.0188
H 0.249567 -4.670722 -0.911474 -0.0024 0.0266 -0.0127
```
Positions in Å, forces in eV/Å.

Output
Relative energy (zero: lowest compared OMol25 entry of this formula, charge and spin): 96.0 kJ/mol
Gap between HOMO and LUMO (alpha / beta): 5.64 / 6.66 eV
Expectation value of S²: 0.777
Largest force on an atom: 1.4 eV/Å
Total energy: -102088.2940 eV
HOMO level (alpha / beta): -6.20 / -7.56 eV
2S+1: 2

natural (NBO) atomic charge list, values in e, 6 entries: number 1, Co, carries 0.7529; number 2, O, carries -0.7321; number 3, C, carries 0.7629; number 4, O, carries -0.7313; number 5, C, carries -0.0731; number 6, C, carries -0.1672

[2]
Computed, not measured: a structure of composition C28H20Cl5FeN2S2 at a distorted geometry, with ωB97M-V/def2-TZVPD.

```
58
Properties=species:S:1:pos:R:3:forces:R:3
Fe 1.562570 0.041047 -1.825855 0.3208 0.8327 -0.2132
C -4.116226 0.271336 3.350286 -0.8939 2.3042 -1.0150
C -3.539183 -0.125501 2.019879 -0.4431 -0.6294 -0.9915
C -4.200614 -1.471157 1.609790 0.7200 2.0356 -3.1140
C -3.853978 0.972726 0.976607 -0.7847 -1.3424 0.2315
C -2.061872 -0.428056 2.106157 -0.2692 -0.3149 0.4847
C -1.587730 -1.156276 3.175236 -2.0257 -0.0478 2.8389
C -0.269851 -1.346079 3.443552 0.3465 -1.9135 0.4665
C 0.621465 -0.972072 2.486619 1.9577 -0.2617 -0.8657
S 2.359774 -1.308023 2.437342 -0.6362 1.2036 -0.2935
C 2.447881 -0.363215 0.964309 -0.7145 -0.6074 -0.5105
N 1.266015 -0.023529 0.439986 1.2420 -0.2832 0.8623
C 0.223414 -0.378690 1.308586 -0.4253 0.5792 -0.3018
C -1.155510 -0.124072 1.160026 1.1337 1.2581 -1.8095
C 3.710419 -0.210577 0.191268 -1.3309 -0.8088 -0.3036
C 4.983840 -0.283485 0.732204 -0.7036 -0.2310 1.3754
C 6.055650 -0.184690 -0.100406 1.3048 -0.2088 -0.6121
C 5.904431 0.003420 -1.469600 -1.2071 -0.8924 1.2083
C 4.612896 -0.045654 -1.994556 1.2213 0.1112 -1.8419
C 3.502178 -0.232881 -1.199446 -0.2937 1.2862 0.0968
H -5.144469 0.591967 3.162339 -0.1056 0.0503 -0.0480
H -3.652216 1.141197 3.825395 0.2997 -0.3332 0.0580
H -4.238909 -0.535670 3.978499 0.1960 -1.6603 1.7501
H -5.234698 -1.303303 1.300132 -0.0486 -0.2119 0.2776
H -4.086804 -2.155624 2.366034 -0.0224 -1.8053 1.7615
H -3.638864 -1.833198 0.703183 -0.6876 0.1016 0.8342
H -4.937024 1.253676 1.032324 0.9055 -0.3460 -0.1888
H -3.599276 0.611585 -0.037794 -0.1576 0.5289 0.4094
H -3.274484 1.803126 1.296996 0.5248 1.1378 -0.2905
H -2.376783 -1.419354 3.927395 1.1588 -0.1559 -0.5646
H 0.127037 -2.031298 4.193627 -0.5551 0.5010 0.4077
H -1.529231 0.414020 0.310576 0.3182 0.2059 -0.5970
H 5.125041 -0.510706 1.801234 -0.0744 0.3679 -0.4961
H 7.054145 -0.382077 0.266770 0.0409 0.2797 0.2400
H 6.774211 -0.073500 -2.067068 0.6053 0.4101 -0.7701
H 4.582593 0.027741 -3.108044 -0.5118 -0.1452 0.9998
S 1.940030 1.071332 -4.070024 0.3083 -0.3904 -0.2314
C 1.693325 2.471494 -3.111382 -0.4770 0.0301 1.0543
C 1.838595 3.833719 -3.465648 0.1216 -0.8283 0.2652
C 1.542254 4.772403 -2.500976 -1.1072 -0.1369 -0.1801
C 0.955600 4.368138 -1.235565 1.0231 1.1456 -1.8957
C 0.797057 3.044104 -0.988697 1.1641 0.5979 -1.1800
N 1.245338 2.138849 -1.873570 -0.3817 -0.6071 0.1023
H 2.179653 4.045475 -4.484825 -0.1393 0.2262 0.5632
H 1.586382 5.800314 -2.893110 0.0797 -0.2426 1.0021
H 0.675906 5.077986 -0.489952 -0.2055 0.4733 0.1720
H 0.359650 2.772171 -0.069846 -0.3250 -0.9681 0.8478
Cl -1.557472 0.539191 -2.793482 -0.2332 -0.0703 0.0780
C -1.248764 -1.057427 -2.182123 1.1805 -0.0760 0.2100
C 0.131361 -1.391400 -1.930528 -2.4078 -1.1773 0.2087
C 0.249854 -2.684074 -1.426814 1.9343 -0.0114 -0.0681
Cl 1.928013 -3.263843 -1.097214 -0.9118 0.5239 -0.1474
C -0.776557 -3.598929 -1.170596 2.4883 -0.9957 0.5597
Cl -0.380566 -5.208800 -0.529639 -0.3796 1.1197 -0.4507
C -2.036624 -3.211328 -1.404679 -1.7952 0.4747 -0.2260
Cl -3.276900 -4.350036 -1.027419 -0.3906 0.3832 -0.2043
C -2.305580 -1.912017 -1.914863 0.1376 -0.8340 0.3562
Cl -3.956365 -1.490466 -2.102642 -0.0889 0.3686 -0.3112
```
Positions in Å, forces in eV/Å.

Output
Relative energy (zero: lowest compared OMol25 entry of this formula, charge and spin): 86.9 kJ/mol
Gap between HOMO and LUMO (alpha / beta): 7.90 / 7.17 eV
Expectation value of S²: 8.763
Largest force on an atom: 3.8 eV/Å
Total energy: -151009.9878 eV
HOMO level (alpha / beta): -8.18 / -8.14 eV
2S+1: 6

natural (NBO) atomic charge list, values in e, 6 entries: number 1, Fe, carries 1.5858; number 2, C, carries -0.6044; number 3, C, carries -0.0693; number 4, C, carries -0.5851; number 5, C, carries -0.6072; number 6, C, carries -0.0107

[3]
Computed, not measured: a structure of composition C28H20CrN6O2, with ωB97M-V/def2-TZVPD.

```
57
Properties=species:S:1:pos:R:3:forces:R:3
Cr 0.250502 0.066078 0.097564 -0.0228 0.5351 -0.1129
O 1.470395 -0.452295 -3.684027 0.0595 0.1125 -0.0454
C 1.319012 -0.284625 -2.494909 0.0440 -0.1048 0.1293
N 0.276501 0.274400 -1.825073 -0.0758 -0.0684 -0.3509
C -0.297800 1.495339 -2.282641 0.1451 -0.1459 0.1361
C -0.685447 1.777115 -3.577467 -0.0573 -0.0172 -0.0680
C -1.155967 3.053253 -3.878099 0.0016 -0.0256 -0.0111
C -1.228414 4.023811 -2.893698 0.0079 0.0028 0.0339
C -0.828847 3.750504 -1.586504 -0.0342 0.0969 0.0167
C -0.359033 2.482174 -1.279791 0.1010 -0.1487 0.2044
N 0.056186 2.003932 -0.003133 -0.0927 0.2134 -0.1834
C 0.001831 2.715610 1.137418 0.1352 -0.0215 0.0526
O -0.217031 3.903138 1.303457 -0.0865 0.0328 0.0180
C 0.215211 1.820538 2.350831 -0.0256 -0.0908 -0.2293
C 0.192438 2.339009 3.628613 0.0324 0.0855 0.1226
C 0.329572 1.475201 4.701830 -0.0063 0.0004 0.0268
C 0.484780 0.115080 4.463665 0.0162 0.0344 0.0582
C 0.494955 -0.330597 3.158706 0.0300 0.0659 -0.0959
N 0.361758 0.503613 2.118387 0.0192 -0.0287 0.4086
C 2.456066 -0.601763 -1.524571 -0.1941 0.1805 -0.0183
C 3.664254 -1.109619 -1.948263 0.1184 -0.0640 -0.0863
C 4.712099 -1.180479 -1.042060 0.0133 -0.0199 -0.0361
C 4.518068 -0.725902 0.254269 0.0075 0.0143 0.0337
C 3.271926 -0.243927 0.611422 -0.0483 -0.0186 -0.0160
N 2.258109 -0.191695 -0.257810 0.3339 -0.1324 0.0335
H -0.609269 1.011440 -4.336652 0.0027 0.0111 0.0088
H -1.461669 3.283648 -4.890610 0.0092 -0.0044 0.0241
H -1.591343 5.013883 -3.138449 0.0113 -0.0193 0.0134
H -0.861060 4.512976 -0.822596 -0.0022 -0.0240 -0.0245
H 0.063108 3.406494 3.741488 -0.0050 -0.0068 0.0087
H 0.310025 1.853522 5.715705 0.0122 -0.0059 -0.0172
H 0.594350 -0.591632 5.273966 -0.0089 0.0140 -0.0009
H 0.612386 -1.382404 2.927281 -0.0232 0.0047 -0.0288
H 3.760632 -1.406265 -2.984170 0.0047 0.0004 0.0204
H 5.675907 -1.567421 -1.346950 -0.0170 0.0106 0.0021
H 5.316629 -0.735489 0.982701 -0.0030 -0.0060 -0.0194
H 3.071585 0.114273 1.613315 -0.0179 -0.0029 0.0006
C -4.055894 0.656511 0.050291 0.0193 0.0626 0.0032
C -4.522671 -0.636766 -0.065668 -0.0473 -0.0416 -0.0043
C -3.611167 -1.681584 -0.072856 -0.1829 -0.0677 -0.0269
C -2.265191 -1.401868 0.031167 0.2704 -0.0896 0.0211
N -1.809652 -0.140450 0.140249 -0.3396 -0.0029 0.0019
C -2.690981 0.864597 0.148117 0.0306 -0.0419 -0.0255
C -1.219902 -2.458910 0.063457 -0.0977 0.2390 0.0031
C -1.513671 -3.806836 -0.028521 -0.0772 -0.1377 -0.0151
C -0.492407 -4.734827 0.067031 -0.0334 -0.0474 -0.0011
C 0.802335 -4.287872 0.260241 0.0390 -0.0214 0.0037
C 1.024837 -2.927350 0.318131 0.0071 0.0552 -0.0393
N 0.044126 -2.021416 0.213382 -0.0027 -0.3964 0.0567
H -4.724998 1.504926 0.058027 0.0092 -0.0114 0.0026
H -5.582657 -0.836997 -0.148783 0.0186 -0.0059 -0.0046
H -3.956862 -2.700269 -0.159544 -0.0234 0.0232 0.0002
H -2.289024 1.863734 0.220468 0.0121 -0.0041 0.0110
H -2.531645 -4.133798 -0.175160 0.0261 -0.0297 0.0140
H -0.706740 -5.792904 -0.003430 -0.0073 0.0156 -0.0016
H 1.631997 -4.973954 0.354154 -0.0102 0.0150 -0.0091
H 2.027752 -2.544869 0.446103 0.0048 0.0276 0.0021
```
Positions in Å, forces in eV/Å.

Output
Relative energy (zero: lowest compared OMol25 entry of this formula, charge and spin): 0.0 kJ/mol
Gap between HOMO and LUMO (alpha / beta): 6.32 / 6.36 eV
Charge: +1
Expectation value of S²: 3.778
Largest force on an atom: 0.5 eV/Å
Total energy: -70816.6788 eV
HOMO level (alpha / beta): -9.95 / -10.18 eV
2S+1: 4

natural (NBO) atomic charge list, values in e, 6 entries: number 1, Cr, carries 1.1975; number 2, O, carries -0.5600; number 3, C, carries 0.6378; number 4, N, carries -0.6761; number 5, C, carries 0.1890; number 6, C, carries -0.2422